1.
Here is the molecule C2H5NOS at a distorted geometry from the OMol25 dataset. Energies are from ωB97M-V/def2-TZVPD.

Computed properties:
SMILES string   CS/C=N/O
2S+1   1
Gap between HOMO and LUMO   9.45 eV
ΔE to the lowest compared entry with this formula, charge and spin   59.9 kcal/mol
LUMO level   0.89 eV

Element x y z (Å)
C 0.2207 -1.7506 0.3355
C -0.0709 0.9546 0.5549
H -0.7818 -1.9668 -0.0826
H 0.9940 -1.4978 -0.4273
H 0.4958 -2.6662 0.9688
H 0.0292 1.8848 1.2032
H -0.4797 2.2530 -2.1796
N -0.2409 0.9601 -0.7037
O -0.4235 2.2626 -1.1775
S 0.2571 -0.4336 1.5084


2.
Here is the molecule C2H5NOS2 at a distorted geometry from the OMol25 dataset. Energies are from ωB97M-V/def2-TZVPD.

Computed properties:
SMILES string   OCC(=S)NS
2S+1   1
Gap between HOMO and LUMO   8.92 eV
ΔE to the lowest compared entry with this formula, charge and spin   18.6 kcal/mol
LUMO level   0.37 eV

Element x y z (Å)
C -0.5863 1.1189 -0.2567
C -0.1612 -0.2870 -0.5917
H 0.3945 2.5064 0.7952
H -1.6681 1.1728 -0.0950
H -0.3922 1.8116 -1.0755
H 0.6278 -0.4443 1.2548
H 1.5942 -2.9243 0.0196
N 0.2851 -1.0239 0.4607
O 0.0428 1.6244 0.9560
S -0.5414 -0.8551 -2.0491
S 0.4048 -2.6995 0.5817